[1]
Formula: H20NeO10
Source: the Open Molecules 2025 dataset
Level of theory: ωB97M-V with the def2-TZVPD basis set

Structure (ORCA input):
```
! RIJCOSX wB97M-V def2-TZVPD def2/J DEFGRID3
* xyz 0 1
Ne 9.8921 8.2971 8.4664
O 9.1492 5.6444 9.7458
H 9.3122 6.2777 10.4449
H 9.9420 5.1088 9.7176
O 7.9427 6.0614 5.3408
H 7.4400 6.5792 4.7119
H 7.5989 6.3219 6.1953
O 7.3822 7.0758 8.1216
H 7.5853 7.9789 8.3651
H 8.0055 6.5470 8.6197
O 12.9166 6.1607 8.9446
H 13.8552 6.3446 8.9046
H 12.5908 6.3849 8.0730
O 10.0843 9.0708 4.4096
H 10.1271 8.7468 3.5099
H 10.2207 8.2934 4.9513
O 12.5644 9.5316 6.5081
H 12.3046 8.6334 6.7132
H 13.3688 9.4381 5.9976
O 11.7214 10.1182 10.4796
H 11.3871 9.4925 11.1221
H 11.0571 10.8065 10.4467
O 8.0700 10.1123 8.3499
H 8.5244 10.2589 7.5203
H 8.7423 10.2441 9.0184
O 11.1634 6.9115 6.3710
H 10.3209 6.4967 6.5565
H 11.5891 6.3223 5.7483
O 9.0758 7.5314 11.7731
H 9.4983 8.1824 12.3335
H 8.1732 7.4921 12.0895
*
```

energy above the lowest of the compared OMol25 structures with the same formula, charge and spin	15.5	kcal/mol
E_HOMO	-0.3941	Ha
gap between HOMO and LUMO	0.3909	hartree
calculated total energy	-893.331010	Eh
LUMO	-0.09	eV

***

[2]
Formula: C46H60BrN9O5PTi
Source: the Open Molecules 2025 dataset
Level of theory: ωB97M-V with the def2-TZVPD basis set

Structure (ORCA input):
```
! RIJCOSX wB97M-V def2-TZVPD def2/J DEFGRID3
* xyz 1 1
Ti 0.2152 -0.0274 -0.0328
C 3.6074 -0.4156 0.5574
O 2.5638 -0.4385 -0.4257
C 2.9481 -0.1849 -1.7152
C 4.2501 -0.3297 -2.1700
C 4.5511 0.0033 -3.4832
C 3.5674 0.4754 -4.3367
C 2.2594 0.5785 -3.8914
C 1.9469 0.2314 -2.5845
N 0.5991 0.2154 -2.0953
N -0.2453 0.2276 -3.0288
C -1.5984 0.2213 -2.8249
C -2.2133 0.3894 -1.5812
O -1.5151 0.4806 -0.4811
C -3.6300 0.4718 -1.4846
C -4.3842 0.3830 -2.6122
C -3.8021 0.2042 -3.9010
C -4.6129 0.0985 -5.0509
C -4.0493 -0.0816 -6.2847
C -2.6518 -0.1651 -6.4014
C -1.8417 -0.0688 -5.3001
C -2.3998 0.1237 -4.0208
H 3.1395 -0.1672 1.5054
H 4.3468 0.3401 0.3015
H 4.0903 -1.3936 0.6141
H 5.0227 -0.7029 -1.5160
H 5.5672 -0.1074 -3.8355
H 3.8093 0.7455 -5.3544
H 1.4727 0.9106 -4.5515
H -4.0643 0.5880 -0.5022
H -5.4639 0.4371 -2.5420
H -5.6876 0.1576 -4.9375
H -4.6713 -0.1665 -7.1644
H -2.2078 -0.3129 -7.3766
H -0.7706 -0.1539 -5.4069
C 2.6639 -4.3860 2.5164
C 1.8316 -3.1620 2.7492
C 1.2672 -2.8681 3.9896
C 0.4694 -1.7539 4.1404
C 0.2638 -0.9387 3.0341
Br -0.9292 0.5010 3.1789
N 0.8255 -1.1635 1.8584
C 1.5727 -2.2745 1.7211
H 3.4130 -4.5081 3.2981
H 3.1777 -4.3297 1.5577
H 2.0435 -5.2831 2.5088
H 1.4381 -3.5234 4.8342
H -0.0079 -1.5188 5.0786
H 1.9582 -2.4459 0.7238
C -1.3272 -4.5024 -4.7336
C -0.7297 -3.4885 -3.7712
C -0.3708 -4.0088 -2.3503
C 0.5128 -5.2674 -2.4001
C 0.9245 -5.7467 -1.0169
C -1.6433 -4.3574 -1.6051
O -2.3560 -5.2857 -1.9044
N -1.9700 -3.5552 -0.5310
C -1.2442 -2.4754 -0.0835
O -1.6276 -1.8298 0.8892
N -0.1213 -2.0856 -0.7437
C 0.4330 -2.8701 -1.7146
O 1.5557 -2.6281 -2.1293
H -1.6476 -3.9899 -5.6413
H -2.1872 -5.0150 -4.3106
H -0.5942 -5.2521 -5.0289
H -1.4062 -2.6321 -3.6634
H 0.2029 -3.0920 -4.1825
H 1.3919 -5.0228 -2.9985
H -0.0396 -6.0505 -2.9174
H 1.4091 -4.9504 -0.4467
H 1.6333 -6.5708 -1.0835
H 0.0656 -6.0996 -0.4428
H -2.8129 -3.7856 -0.0230
N 0.8464 1.6037 0.3834
P 0.9224 3.1073 -0.1915
N 2.4097 3.4118 -0.8498
C 3.5256 3.0965 0.0516
C 4.8245 3.0644 -0.7323
C 5.1699 4.4630 -1.2636
C 3.8983 5.3009 -1.4362
C 2.7178 4.4390 -1.8593
N -0.1852 3.4811 -1.3491
C -0.0404 3.4000 -2.8021
C -0.4357 4.7089 -3.4748
C -1.8534 5.1040 -3.0729
C -1.9845 5.1485 -1.5539
C -1.5587 3.8179 -0.9513
N 0.6528 4.1203 1.0821
C 0.5231 3.6404 2.4655
C 0.6539 4.7940 3.4487
C -0.3090 5.9028 3.0483
C 0.0625 6.4661 1.6678
C 0.9935 5.5318 0.8972
H 3.3059 2.1433 0.5268
H 3.5897 3.8424 0.8582
H 4.7066 2.3596 -1.5574
H 5.6271 2.6782 -0.0996
H 5.6942 4.3765 -2.2167
H 5.8512 4.9737 -0.5816
H 4.0465 6.0820 -2.1832
H 3.6465 5.8135 -0.5051
H 2.9443 3.9567 -2.8178
H 1.8403 5.0678 -2.0123
H -0.7250 2.6246 -3.1645
H 0.9652 3.0713 -3.0596
H -0.3581 4.5878 -4.5572
H 0.2523 5.5120 -3.1952
H -2.5594 4.3655 -3.4685
H -2.1240 6.0635 -3.5158
H -3.0165 5.3595 -1.2637
H -1.3660 5.9514 -1.1456
H -2.2227 3.0298 -1.3229
H -1.6294 3.8171 0.1359
H 1.2567 2.8539 2.6681
H -0.4665 3.1944 2.5898
H 1.6818 5.1636 3.4828
H 0.4291 4.4174 4.4476
H -0.3343 6.6971 3.7935
H -1.3167 5.4790 3.0168
H 0.5715 7.4264 1.7723
H -0.8388 6.6548 1.0835
H 2.0376 5.7061 1.1875
H 0.9287 5.7623 -0.1685
*
```

energy above the lowest of the compared OMol25 structures with the same formula, charge and spin	0.0	kcal/mol
E_HOMO	-0.3772	Ha
gap between HOMO and LUMO	0.2519	hartree
calculated total energy	-6422.795286	Eh
LUMO	-3.41	eV

***

[3]
Formula: C62H43GeN4O3S2W
Source: the Open Molecules 2025 dataset
Level of theory: ωB97M-V with the def2-TZVPD basis set

Structure (ORCA input):
```
! RIJCOSX wB97M-V def2-TZVPD def2/J DEFGRID3
* xyz 2 2
W -0.4241 1.3134 0.1801
C -2.3696 -3.2370 6.2333
C -3.0428 -3.3359 5.0265
C -2.6774 -2.5320 3.9619
C -1.6684 -1.5488 4.0837
C -0.9138 -1.5807 5.2804
C -1.2749 -2.3833 6.3393
C -1.3806 -0.6194 2.9889
C -0.2006 0.2693 3.0503
C 0.3289 0.8944 4.1956
C 1.3535 1.7189 3.7976
C 1.4448 1.6224 2.4045
N 0.4508 0.7495 1.9567
C 2.4249 2.1919 1.5844
C 2.5491 1.8894 0.1874
C 3.6866 2.0680 -0.6299
C 3.3710 1.5973 -1.8693
C 2.0082 1.2164 -1.8463
C 1.2210 0.8704 -2.9568
C 1.8616 0.8073 -4.2901
C 2.5119 1.9289 -4.8069
C 3.0847 1.8764 -6.0672
C 3.0332 0.7019 -6.8093
C 2.3860 -0.4156 -6.2996
C 1.7897 -0.3611 -5.0497
C -0.1617 0.6589 -2.9016
N -0.9279 0.8142 -1.7707
C -2.2273 0.7478 -2.1537
C -3.3366 0.9474 -1.2564
C -4.4942 1.6761 -1.7202
C -4.4159 2.4096 -2.9323
C -5.4575 3.1999 -3.3618
C -6.6065 3.3146 -2.5891
C -6.6959 2.6512 -1.3664
C -5.6557 1.8644 -0.9298
C -3.2509 0.3703 0.0732
C -4.2795 -0.2035 0.8336
C -3.7208 -0.6665 1.9945
C -2.3303 -0.4333 1.9387
N -2.0707 0.2149 0.7402
C -2.2997 0.4570 -3.5349
C -1.0194 0.4175 -4.0024
N 1.5271 1.3694 -0.5685
C 3.3620 3.1320 2.2210
C 2.8274 4.2774 2.8233
C 3.6734 5.2237 3.3820
C 5.0469 5.0233 3.3694
C 5.5804 3.8697 2.8023
C 4.7468 2.9349 2.2183
H -2.6543 -3.8667 7.0705
H -3.8315 -4.0692 4.8971
H -3.1450 -2.7171 3.0110
H -0.0168 -0.9984 5.3865
H -0.6863 -2.3627 7.2473
H -0.0505 0.8058 5.2007
H 1.9926 2.3201 4.4288
H 4.6401 2.4614 -0.3179
H 4.0262 1.5304 -2.7261
H 2.5323 2.8535 -4.2397
H 3.5696 2.7564 -6.4719
H 3.4907 0.6611 -7.7913
H 2.3403 -1.3319 -6.8787
H 1.2740 -1.2301 -4.6555
H -3.5143 2.4013 -3.5192
H -5.3633 3.7533 -4.2878
H -7.4181 3.9543 -2.9180
H -7.5726 2.7705 -0.7441
H -5.7464 1.4214 0.0436
H -5.3120 -0.3178 0.5431
H -4.2712 -1.0696 2.8268
H -3.2088 0.2810 -4.0928
H -0.6982 0.2411 -5.0185
H 1.7574 4.4398 2.8163
H 3.2553 6.1181 3.8271
H 5.7058 5.7630 3.8079
H 6.6500 3.6949 2.8244
H 5.1687 2.0157 1.8246
O 0.2594 3.2984 0.4161
S -1.1966 3.7900 0.5559
O -1.3997 5.1733 0.3513
O -1.7723 2.8356 -0.5043
S -1.7592 2.9062 2.2136
C 0.0908 -4.6377 3.1960
C -0.8790 -4.6272 2.1962
C -0.9339 -3.5826 1.2827
C -0.0064 -2.5391 1.3421
C 0.9689 -2.5719 2.3464
C 1.0200 -3.6085 3.2667
Ge 0.3105 -1.3027 -0.1416
C -0.6465 -2.0952 -1.6671
C -2.0374 -2.2531 -1.6311
C -2.7329 -2.8260 -2.6932
C -2.0482 -3.2356 -3.8301
C -0.6724 -3.0577 -3.8990
C 0.0144 -2.4819 -2.8344
C 2.2035 -1.7935 -0.3253
C 2.4644 -3.0182 -0.9506
C 3.7449 -3.5586 -0.9700
C 4.7913 -2.9047 -0.3332
C 4.5380 -1.7271 0.3535
C 3.2537 -1.1866 0.3604
H 0.1314 -5.4568 3.9060
H -1.5868 -5.4449 2.1198
H -1.6736 -3.6268 0.4966
H 1.7312 -1.7977 2.3910
H 1.7944 -3.6242 4.0263
H -2.6010 -1.9470 -0.7537
H -3.8086 -2.9551 -2.6318
H -2.5824 -3.6912 -4.6566
H -0.1296 -3.3769 -4.7843
H 1.0876 -2.3468 -2.9159
H 1.6611 -3.5854 -1.4037
H 3.9200 -4.5059 -1.4694
H 5.7890 -3.3299 -0.3448
H 5.3362 -1.2372 0.9037
H 3.0752 -0.3219 0.9674
*
```

energy above the lowest of the compared OMol25 structures with the same formula, charge and spin	20.6	kcal/mol
E_HOMO (spin up / spin down)	-0.4655 / -0.4725	Ha
gap between HOMO and LUMO (spin up / spin down)	0.1784 / 0.1756	hartree
calculated total energy	-5773.068694	Eh
expectation value of S²	0.80
LUMO (spin up / spin down)	-7.81 / -8.08	eV